# C26H32AuCl2NO2P

A structure of composition C26H32AuCl2NO2P (wB97M-V/def2-TZVPD, the OMol25 dataset).

```
65
Properties=species:S:1:pos:R:3:forces:R:3:nbo_charge:R:1
Au 0.5295 1.0150 -0.3377 -0.03 0.09 0.01 1.1412
Cl 7.0810 2.0611 2.3755 0.01 0.00 0.00 0.0428
Cl 2.4121 3.9273 4.1818 0.00 0.01 0.02 0.0672
P -1.7718 0.6316 -0.5323 0.01 0.08 0.05 1.2802
O 0.5705 3.0507 -0.4439 -0.33 0.14 -0.69 -1.0696
O 1.2534 2.6869 1.8226 0.00 0.00 0.22 -0.7357
N 2.6635 1.1040 -0.0687 0.00 -0.04 -0.09 -0.5202
C 3.3520 0.4075 -0.9564 0.01 -0.01 0.01 0.1102
C 4.7208 1.6098 1.0833 -0.03 0.00 0.00 -0.1145
C -2.0054 -0.4027 -2.0375 -0.02 0.03 0.01 -0.5583
C -2.0529 0.6239 2.2338 0.01 -0.01 -0.03 -0.6208
C 5.3675 2.2037 2.1964 0.03 0.00 0.01 -0.0217
C 0.5901 -0.9380 -0.2803 0.04 -0.05 0.07 -0.4651
C 0.6028 -5.6886 -1.3820 0.00 0.01 0.00 -0.1923
C -1.0889 0.0937 -3.1593 0.05 -0.01 -0.01 -0.6107
C 0.8331 -6.3522 -0.1847 0.00 0.00 0.00 -0.1919
C -4.3016 1.8329 -0.4271 0.00 0.02 -0.04 -0.6164
C -3.5025 -1.0638 0.9904 -0.07 0.04 0.00 -0.6156
C 3.3118 1.7409 0.9650 -0.08 0.06 0.06 0.1190
C 0.5562 -4.3050 -1.4110 0.01 0.00 0.01 -0.2142
C -2.1870 -0.2865 1.0096 0.03 -0.01 -0.03 -0.5613
C 2.5727 2.5076 1.9228 0.16 -0.12 -0.06 0.3314
C 0.7412 -3.5756 -0.2350 -0.01 -0.02 0.00 -0.0898
C 3.2669 3.0335 2.9898 -0.04 -0.02 -0.04 -0.0852
C 4.7414 0.2953 -0.9278 0.01 -0.02 -0.01 -0.2734
C 1.0212 -5.6306 0.9861 0.00 0.00 0.00 -0.2007
C 5.4197 0.8859 0.0982 0.01 0.02 0.03 -0.0679
C -3.4466 -0.4842 -2.5498 0.04 -0.06 -0.01 -0.6130
C 4.6551 2.8819 3.1346 0.04 0.01 0.03 -0.2089
C -2.3898 3.3762 0.0384 0.00 -0.05 0.04 -0.6208
C 0.6733 -2.1418 -0.2594 0.01 0.04 -0.04 0.0444
C -2.8272 2.1326 -0.7433 0.07 0.01 0.02 -0.5512
C 0.9767 -4.2467 0.9659 0.00 0.00 -0.02 -0.2057
H 1.2166 3.3574 -1.0905 -0.02 -0.08 -0.01 0.4867
H 0.4617 -6.2505 -2.2954 0.00 0.00 0.00 0.2235
H 0.3850 -3.7807 -2.3427 -0.01 0.00 0.00 0.2145
H -4.1506 -0.8399 -1.8022 0.00 -0.04 0.01 0.2192
H -2.8311 1.3834 2.2660 -0.06 0.02 0.00 0.2117
H -1.0833 1.1255 2.2764 0.01 0.01 0.00 0.2319
H 5.1495 3.3253 3.9868 0.00 0.00 0.01 0.2564
H -2.7360 2.3427 -1.8148 0.01 0.02 0.01 0.2393
H -1.6737 -1.3959 -1.7283 0.02 -0.03 0.04 0.2554
H -1.2848 1.1383 -3.4103 -0.01 0.02 0.01 0.2127
H 2.7818 -0.1087 -1.7164 -0.01 0.01 -0.01 0.2190
H -1.3810 -1.0214 1.0517 -0.02 0.02 -0.02 0.2650
H -2.1536 0.0168 3.1336 0.02 -0.02 0.00 0.2370
H -3.1846 4.1195 -0.0344 0.01 0.00 -0.02 0.2261
H 6.4944 0.8001 0.1753 0.00 0.00 0.00 0.2487
H -3.4681 -1.1884 -3.3822 0.01 0.00 0.00 0.2366
H -4.8879 2.6902 -0.7592 -0.01 0.00 -0.01 0.2390
H -3.5395 -1.7791 0.1701 -0.02 -0.01 -0.04 0.2165
H -0.0354 -0.0118 -2.9006 -0.02 0.00 -0.02 0.2175
H 1.1275 -3.6778 1.8737 -0.01 0.00 0.00 0.2211
H -4.4571 1.7320 0.6451 0.02 0.03 0.04 0.2146
H 5.2465 -0.2741 -1.6935 0.00 0.00 0.00 0.2458
H -3.7940 0.4765 -2.9303 0.01 0.01 0.00 0.2142
H -1.2728 -0.4961 -4.0575 0.00 0.00 -0.01 0.2363
H -4.6972 0.9498 -0.9191 -0.01 0.05 0.04 0.2194
H -4.3807 -0.4213 0.9428 0.06 -0.07 0.01 0.2177
H -3.5631 -1.6359 1.9172 -0.01 0.00 0.00 0.2370
H 0.8694 -7.4330 -0.1646 0.00 -0.01 0.00 0.2258
H -1.4736 3.8009 -0.3474 0.08 0.02 -0.04 0.2568
H 1.2051 -6.1475 1.9182 0.00 0.00 0.00 0.2261
H 1.0108 3.0536 0.8785 0.06 -0.06 0.43 0.5021
H -2.2390 3.1636 1.0957 -0.02 -0.01 0.02 0.2147
```
Positions in Å, forces in eV/Å.

* molar mass: 689.39 Da
* E_HOMO: -10.97 eV
* energy: -2612.359905 a.u.
* ΔE to the lowest compared entry with this formula, charge and spin: 38.7 kJ/mol
* total charge: +1



# C19H13BrCdN2O4

A structure of composition C19H13BrCdN2O4 at a distorted geometry (wB97M-V/def2-TZVPD, the OMol25 dataset).

```
40
Properties=species:S:1:pos:R:3:forces:R:3:nbo_charge:R:1
Cd -0.9567 -0.0951 -1.1834 -0.10 -0.52 -1.27 1.4712
Br -2.0950 2.3553 2.1881 0.18 -0.31 -0.05 0.0552
O 2.4807 2.7644 -0.8367 -0.32 0.24 -0.06 -0.7413
O -3.1738 0.6290 -1.9713 0.49 -0.38 0.37 -0.8046
O 1.3766 0.9650 -1.6561 0.16 0.81 0.33 -0.7348
O -4.4312 2.4403 -2.2984 -0.21 0.36 -0.01 -0.7413
N -1.1181 -0.1901 1.6743 0.31 -0.06 1.61 -0.4521
N -0.9963 2.1944 -1.6326 -0.28 -0.55 0.52 -0.5805
C 1.3065 2.1642 -1.2979 0.71 -1.03 -0.07 0.6560
C -0.5077 -0.7896 4.3701 -0.20 0.19 -1.32 -0.1611
C 3.0810 -4.4556 -0.9686 0.54 -0.48 0.03 -0.4306
C -1.3256 0.6692 2.6812 -0.27 -0.07 -1.71 0.1601
C -2.3737 4.0785 -1.1776 -0.36 0.02 -0.12 -0.3394
C 0.6889 -4.2689 -1.2354 -0.20 -0.11 0.31 -0.3139
C 0.1143 2.9102 -1.2616 0.28 0.21 0.19 -0.0682
C 2.0726 -2.2730 -1.1914 0.06 0.21 0.07 -0.3156
C -0.0135 4.2435 -0.7947 0.12 0.11 -0.08 -0.2337
C -0.5832 -1.3831 2.0440 -0.48 0.79 -1.12 0.0499
C -3.3803 1.8683 -1.9845 -0.03 0.06 0.04 0.7356
C -1.0530 0.4498 4.0064 0.46 -0.79 1.10 -0.3080
C -1.2517 4.8211 -0.7685 0.35 0.03 0.09 -0.2310
C 3.1759 -3.0644 -1.0434 0.14 0.06 0.12 -0.2010
C 1.8112 -5.0267 -1.0510 0.09 -0.32 0.07 -0.2163
C 0.7495 -2.8316 -1.3414 0.39 -0.44 -0.13 -0.2444
C -2.1895 2.7635 -1.5738 -0.29 0.03 -0.19 0.1270
C -0.2808 -1.7183 3.3364 0.09 0.35 1.55 -0.2650
C -0.3340 -2.1067 -1.7119 -1.38 1.52 0.33 -0.7770
H 0.8782 4.7677 -0.4807 0.00 0.07 0.05 0.2051
H 2.1678 -1.1977 -1.2503 0.02 0.06 0.00 0.2206
H 0.1435 -2.6869 3.5620 0.01 -0.03 -0.10 0.2194
H 3.1274 2.0445 -0.8387 -0.23 0.00 -0.12 0.4832
H -0.2562 -1.0128 5.3981 -0.04 0.00 0.02 0.2053
H -3.3650 4.5024 -1.1838 -0.10 -0.07 -0.04 0.2207
H 4.1537 -2.5966 -0.9575 0.04 0.05 -0.03 0.1701
H 3.9659 -5.0732 -0.8536 -0.01 0.00 0.02 0.1677
H -0.4017 -2.0684 1.2245 0.03 -0.03 -0.23 0.2565
H -1.2573 1.2144 4.7441 0.01 -0.01 -0.07 0.2224
H -1.3688 5.8409 -0.4206 0.00 0.05 0.03 0.1840
H 1.7078 -6.1079 -0.9689 0.01 -0.01 -0.03 0.1684
H -0.2867 -4.7404 -1.2935 0.00 -0.01 -0.09 0.1812
```
Positions in Å, forces in eV/Å.

* molar mass: 525.64 Da
* E_HOMO (spin up / spin down): 0.76 / 1.10 eV
* energy: -3883.967308 a.u.
* ΔE to the lowest compared entry with this formula, charge and spin: 88.7 kJ/mol
* total charge: -2



# C24H54O9

A cluster of 9 separate species, C24H54O9 in total at a distorted geometry (wB97M-V/def2-TZVPD, the OMol25 dataset).

```
87
Properties=species:S:1:pos:R:3:forces:R:3:lowdin_charge:R:1
O -3.5062 6.7977 -0.7592 0.05 -0.44 -0.16 -0.1486
O 1.9037 5.2482 -5.0483 -1.12 -0.38 -0.94 -0.1467
O -1.8560 0.6422 -5.1269 0.02 0.14 0.20 -0.0540
O 4.9055 3.4351 3.1049 0.51 2.48 -1.10 -0.1538
O 2.0528 -6.5505 3.5474 0.10 0.06 -0.87 -0.1604
O -2.4072 -5.6277 -2.2355 -2.21 -0.41 -0.37 -0.1480
O -7.2784 -1.3638 0.0800 -0.44 -0.57 0.13 -0.1316
O 3.4772 -3.1501 -2.3474 -0.22 0.13 0.09 -0.0540
O 0.6265 -0.1013 -0.8214 0.01 0.19 0.18 -0.0532
C 2.1449 6.5993 -4.6970 -0.26 -0.41 0.02 -0.2036
C -1.0610 -5.4783 -1.8755 -0.14 0.06 0.26 -0.2164
C 5.2605 1.3668 4.0550 0.02 -0.63 0.26 -0.1506
C -2.8517 -6.9942 -2.0048 0.73 0.60 -0.96 -0.1683
C 5.1566 3.7149 4.4848 -0.57 -0.69 -0.81 -0.1896
C -5.9477 -1.3323 -0.4320 0.23 0.55 -0.25 -0.1909
C -3.0860 5.9923 1.4020 -0.63 -0.89 1.86 -0.2138
C -1.5924 -7.7516 -2.3716 -0.57 -1.31 -0.42 -0.1935
C 3.3122 -5.1696 4.9533 -0.08 -0.82 -1.06 -0.1606
C 2.2125 -7.3607 4.7091 1.45 0.64 -0.27 -0.1940
C -2.0737 5.4232 0.4963 1.07 -0.52 -1.40 -0.1884
C 3.1248 -6.5339 5.6490 -1.49 1.00 0.76 -0.1658
C 3.7143 5.1060 -3.7365 1.07 -1.52 -0.18 -0.1890
C -8.1460 -0.6199 -0.7488 0.85 1.32 -0.23 -0.2163
C 2.1796 -5.1659 3.8957 0.05 -0.71 1.43 -0.1909
C 4.5743 2.1087 2.8848 -0.23 -0.80 1.26 -0.2193
C -2.7375 5.5641 -0.8929 0.17 1.20 0.99 -0.1589
C -7.2277 0.4156 -1.3676 -0.07 0.94 -0.57 -0.1943
C 3.3023 6.5315 -3.7412 0.42 1.46 1.27 -0.1936
C -5.9156 -0.3034 -1.5744 0.27 -0.13 -0.37 -0.1710
C 5.9589 2.4811 4.8584 0.11 0.21 1.21 -0.1655
C 2.4407 4.3703 -4.0724 0.09 0.50 -0.60 -0.2017
C -0.4368 -6.8414 -2.0388 1.13 -1.42 0.44 -0.1751
C -3.8313 7.0513 0.6191 0.04 -0.65 -0.23 -0.1910
H -1.4520 -7.9321 -3.4373 -1.06 0.29 -0.32 0.1072
H -3.5940 8.0868 0.8631 0.13 -0.05 -0.07 0.1165
H -2.6207 0.2656 -5.5624 -0.23 -0.07 -0.09 0.0274
H 1.1415 -0.9080 -0.8386 0.20 -0.23 -0.01 0.0233
H -1.1571 6.0019 0.6108 0.16 0.04 -0.56 0.1132
H -3.7613 5.1865 1.6898 -0.47 -0.04 -0.26 0.1093
H 4.0554 -2.9038 -3.0694 0.13 0.12 -0.19 0.0284
H -1.0283 -5.1692 -0.8307 0.30 0.19 0.15 0.1161
H 1.2456 -4.8634 4.3692 -0.23 0.28 0.08 0.1115
H 3.8340 -3.9782 -2.0261 0.05 -0.22 0.12 0.0281
H 4.9148 1.6917 1.9370 0.19 0.65 -0.20 0.1164
H 2.7749 -8.2647 4.4753 -0.49 -0.19 -0.53 0.1122
H -2.0365 5.6842 -1.7188 -0.02 0.16 0.07 0.1128
H -4.8801 6.8513 0.8384 -0.32 0.48 -0.46 0.1096
H 3.3053 -4.3288 5.6470 0.11 -0.02 -0.20 0.1074
H -0.6600 -4.6891 -2.5114 0.18 -0.08 0.09 0.1216
H 3.4856 2.0579 2.8977 -0.21 -0.53 0.11 0.1147
H 1.2450 7.0120 -4.2409 -0.06 0.25 -0.04 0.1165
H -3.3712 4.7082 -1.1254 -0.29 0.00 0.13 0.1110
H 0.0631 -7.2138 -1.1446 0.16 0.41 0.15 0.1088
H 1.7735 4.2307 -3.2218 -0.17 0.08 0.18 0.1190
H 0.2486 -6.9968 -2.8721 0.36 0.73 0.20 0.1071
H -7.6964 0.9182 -2.2137 0.22 -0.30 -0.42 0.1121
H -5.3241 -1.0561 0.4183 0.27 -0.23 -0.15 0.1186
H 5.9301 2.3107 5.9346 -0.23 -0.24 0.09 0.1033
H 0.0407 -0.1744 -1.5749 -0.19 0.03 -0.20 0.0262
H 4.5620 0.8240 4.6919 -0.30 0.30 0.07 0.1016
H -5.8233 -0.8574 -2.5086 -0.48 0.06 -0.21 0.1035
H 2.4240 7.1700 -5.5827 -0.33 -0.13 -0.18 0.1188
H 3.0200 6.8031 -2.7240 -0.18 0.24 0.02 0.1129
H 2.5886 3.4168 -4.5794 0.04 -0.04 0.20 0.1220
H 1.2304 -7.6061 5.1133 0.08 0.01 0.27 0.1141
H -1.8178 4.3798 0.6804 -0.06 0.01 0.22 0.1135
H 5.5719 4.7137 4.6191 0.71 -0.27 -0.48 0.1200
H -7.0517 1.2411 -0.6779 -0.06 -0.12 0.40 0.1120
H 4.2479 -5.2706 4.4035 0.19 0.63 0.06 0.1043
H 4.2010 4.7387 -2.8330 0.02 0.24 0.08 0.1166
H -1.1138 0.1487 -5.4760 0.22 -0.09 -0.09 0.0267
H 2.4985 -6.3407 6.5199 0.45 -0.14 0.53 0.0991
H -1.6213 -8.7807 -2.0135 0.47 0.11 0.74 0.1122
H 5.9019 0.5604 3.6993 0.41 0.31 -0.07 0.1007
H -8.8458 -0.0055 -0.1823 -0.46 -0.85 0.38 0.1195
H 4.0769 7.2338 -4.0490 0.21 -0.17 0.14 0.1124
H 4.0880 -6.9497 5.9446 -0.31 -0.32 -0.10 0.1057
H -3.6702 -7.3145 -2.6495 -0.03 0.75 -0.47 0.1140
H -2.6806 6.2411 2.3827 0.18 0.70 -0.16 0.1148
H -5.6403 -2.2643 -0.9064 -0.10 -0.45 0.69 0.1118
H -3.2819 -7.1424 -1.0143 0.69 0.09 0.51 0.1147
H 4.2057 3.8246 5.0060 -0.35 -0.59 0.28 0.1135
H -5.0487 0.3569 -1.5994 -0.03 0.06 0.45 0.1081
H 2.3369 -4.5260 3.0274 0.18 -0.42 -0.11 0.1173
H 4.3818 4.9262 -4.5792 0.24 -0.10 0.04 0.1166
H -8.6286 -1.2061 -1.5309 -0.18 -0.30 0.16 0.1190
H 7.0198 2.6538 4.6777 -0.05 -0.21 -0.63 0.1086
```
Positions in Å, forces in eV/Å.

* molar mass: 486.69 Da
* E_HOMO: -9.44 eV
* energy: -1623.816515 a.u.
* SMILES: C1CCOC1.C1CCOC1.C1CCOC1.C1CCOC1.C1CCOC1.C1CCOC1.O.O.O
* ΔE to the lowest compared entry with this formula, charge and spin: 0.0 kJ/mol
* total charge: 0